*1*
Formula: C4H12NO2
Source: OMol25
Level of theory: ωB97M-V/def2-TZVPD

As for the spin multiplicity: 1. The HOMO-LUMO gap comes out at 7.935 eV. As for the charge: -1. The calculation puts the LUMO energy at 4.21 eV. The calculation puts the molecular weight at 106.1 g mol⁻¹.

XYZ file:
```
19
Properties=species:S:1:pos:R:3:lowdin_charge:R:1
C 0.527 -0.375 -1.411 -0.238
N -0.385 0.819 -1.406 -0.077
C -0.028 2.074 -0.524 -0.371
O 0.277 1.698 0.759 -0.279
C -0.134 -1.595 -0.620 -0.246
C 0.446 -1.782 0.812 -0.123
H 1.552 -0.140 -1.134 0.096
H 0.612 -0.628 -2.484 0.073
H -1.202 0.487 -0.982 0.021
H -0.812 2.693 -0.799 0.058
H 0.863 2.402 -1.001 0.065
H -1.225 -1.320 -0.552 0.105
H -0.026 -2.430 -1.226 0.047
H 0.547 -0.710 1.265 0.081
H 1.396 -2.320 0.919 0.046
H -0.439 -2.353 1.291 0.080
H -0.405 1.561 2.970 -0.029
H -0.608 1.056 1.532 -0.022
O -0.958 0.862 2.589 -0.288
```

---

*2*
Formula: C4H12NO2
Source: OMol25
Level of theory: ωB97M-V/def2-TZVPD

As for the spin multiplicity: 1. The HOMO-LUMO gap comes out at 6.379 eV. As for the charge: -1. The calculation puts the LUMO energy at 2.61 eV. The calculation puts the molecular weight at 106.1 g mol⁻¹.

XYZ file:
```
19
Properties=species:S:1:pos:R:3:lowdin_charge:R:1
C -1.147 1.297 -0.332 -0.386
O -1.911 0.595 -1.244 -0.196
C -0.256 0.405 0.531 -0.258
C 0.655 -0.401 -0.399 -0.316
C 1.861 -0.807 0.294 -0.460
N 2.265 0.382 0.934 -0.062
H -0.553 2.027 -0.923 0.089
H -1.806 1.853 0.375 0.105
H 0.368 0.940 1.266 0.083
H -0.896 -0.314 1.047 0.099
H 0.035 -1.221 -0.791 0.130
H 1.027 0.175 -1.257 0.098
H 2.473 -1.258 -0.522 0.099
H 1.702 -1.730 0.880 0.126
H 1.402 1.416 -0.303 0.338
H 3.037 0.160 1.586 0.029
H -3.143 -1.960 -0.498 -0.098
H -2.221 -0.334 -0.719 -0.013
O -2.892 -1.226 0.075 -0.407
```

---

*3*
Formula: C4H12NO2
Source: OMol25
Level of theory: ωB97M-V/def2-TZVPD

As for the spin multiplicity: 1. The HOMO-LUMO gap comes out at 7.728 eV. As for the charge: -1. The calculation puts the LUMO energy at 4.11 eV. The calculation puts the molecular weight at 106.1 g mol⁻¹.

XYZ file:
```
19
Properties=species:S:1:pos:R:3:lowdin_charge:R:1
C -1.150 0.634 -0.264 -0.437
O -1.084 -0.322 -1.226 -0.328
C 0.152 1.454 -0.098 -0.218
C 1.085 0.975 1.014 -0.221
C 1.701 -0.444 0.827 -0.318
N 1.215 -1.223 -0.275 -0.013
H -1.400 0.196 0.728 0.103
H -1.965 1.365 -0.444 0.089
H -0.101 2.484 0.144 0.082
H 0.643 1.523 -1.066 0.099
H 0.491 0.970 1.928 0.083
H 1.892 1.708 1.215 0.088
H 2.790 -0.377 0.746 0.085
H 1.556 -0.962 1.771 0.077
H 0.230 -1.041 -0.501 0.005
H 1.736 -0.972 -1.112 0.056
H -2.268 -1.246 -1.175 -0.025
H -2.497 -2.756 -1.024 -0.016
O -3.025 -1.969 -1.188 -0.191
```

---

Going by the computed energies, the most stable comes first: *3*, *1*, *2*.

---

*1*
Formula: C4H6ClF
Source: OMol25
Level of theory: ωB97M-V/def2-TZVPD

As for the spin multiplicity: 1. The HOMO-LUMO gap comes out at 10.386 eV. The calculation puts the LUMO energy at 0.94 eV. Its structure (SMILES) is C[C@@H](Cl)/C=C/F. The calculation puts the molecular weight at 108.5 g mol⁻¹.

XYZ file:
```
12
Properties=species:S:1:pos:R:3:lowdin_charge:R:1
C -1.170 1.032 -0.140 -0.179
C -0.539 -0.170 0.323 -0.717
C 0.659 -0.656 -0.415 -0.138
C 1.804 -0.578 0.380 -0.174
H -1.598 1.008 -1.056 0.017
H -2.106 1.647 0.229 0.131
H -0.369 1.852 -0.374 0.126
H -0.439 -0.051 1.342 0.074
H 0.707 -1.367 -1.471 0.191
H 1.796 -0.166 1.304 0.084
F 2.930 -0.919 -0.145 0.060
Cl -1.676 -1.633 0.022 0.525
```

---

*2*
Formula: C4H6ClF
Source: OMol25
Level of theory: ωB97M-V/def2-TZVPD

As for the spin multiplicity: 1. The HOMO-LUMO gap comes out at 11.421 eV. The calculation puts the LUMO energy at 0.90 eV. Its structure (SMILES) is C=C(CF)CCl. The calculation puts the molecular weight at 108.5 g mol⁻¹.

XYZ file:
```
12
Properties=species:S:1:pos:R:3:lowdin_charge:R:1
C -0.348 0.561 -1.229 -0.229
C 0.014 -0.290 -0.030 -0.386
C -0.032 -1.603 0.000 0.075
C 0.453 0.507 1.123 -0.535
H -1.147 1.362 -0.869 0.133
H -0.823 -0.035 -1.989 0.108
H -0.268 -2.298 -0.779 0.062
H 0.316 -2.188 0.884 0.086
H 1.218 1.277 0.830 0.093
H 0.772 -0.085 2.003 0.079
F 0.690 1.237 -1.768 -0.018
Cl -0.846 1.554 1.823 0.532
```

---

*3*
Formula: C4H6ClF
Source: OMol25
Level of theory: ωB97M-V/def2-TZVPD

As for the spin multiplicity: 1. The HOMO-LUMO gap comes out at 11.815 eV. The calculation puts the LUMO energy at 1.04 eV. Its structure (SMILES) is FC1(Cl)CCC1. The calculation puts the molecular weight at 108.5 g mol⁻¹.

XYZ file:
```
12
Properties=species:S:1:pos:R:3:lowdin_charge:R:1
C 0.924 0.377 -0.011 -0.885
C -0.021 -0.097 1.091 -0.134
C -1.131 -0.161 0.009 -0.148
C -0.029 -0.172 -1.080 -0.136
H -0.125 0.582 1.917 0.110
H 0.246 -1.068 1.453 0.102
H -1.734 0.750 0.007 0.109
H -1.789 -1.048 0.001 0.109
H 0.271 -1.183 -1.399 0.116
H -0.159 0.474 -1.943 0.112
F 0.947 1.750 -0.050 -0.016
Cl 2.599 -0.205 0.005 0.661
```

---

Going by the computed energies, the most stable comes first: *3*, *2*, *1*.